# 1
C8H19N4O2 | wB97M-V/def2-TZVPD

As for the energy: -18648.59780 eV. For the relative energy (zero: lowest compared OMol25 entry of this formula, charge and spin), the calculation gives 371.38 kJ/mol. The calculation puts the frontier orbital gap at 0.3446 hartree.

```
! RIJCOSX wB97M-V def2-TZVPD def2/J DEFGRID3
* xyz 1 1
C -2.93883 -0.10770 3.69105
C -2.60555 0.63276 2.43513
C -1.25555 1.32681 2.56105
C -0.61277 1.88345 1.31813
C -0.18157 0.77023 0.31473
C 0.50208 1.30040 -0.93060
N 1.65454 0.47577 -1.30994
C 1.65182 -0.19297 -2.53318
C 1.29687 -1.95145 -2.14374
N 1.34684 -2.84269 -3.07964
N 0.88228 -2.23147 -0.93456
N 3.03477 -0.22272 -3.13832
O 3.13170 -0.93300 -4.12294
O 3.87985 0.46005 -2.63179
H -2.26043 -1.00465 3.81220
H -2.83175 0.62929 4.55524
H -3.90398 -0.76460 3.72725
H -3.40585 1.28019 2.06845
H -2.43347 -0.03144 1.68170
H -1.35646 2.10027 3.28292
H -0.49949 0.52823 3.04001
H 0.24237 2.52475 1.56551
H -1.34166 2.44324 0.78811
H 0.69704 0.24958 0.76509
H -1.04470 0.23849 -0.02664
H 1.03385 2.31765 -0.85131
H -0.22453 1.34298 -1.86291
H 2.51368 0.70247 -0.80336
H 0.81683 0.06325 -3.13913
H 1.85205 -2.45250 -3.87768
H 1.01456 -3.81163 -3.09910
H 0.58821 -1.53459 -0.26575
H 0.75725 -3.18845 -0.85598
*
```

# 2
C8H19NO | wB97M-V/def2-TZVPD

As for the energy: -12139.54633 eV. For the relative energy (zero: lowest compared OMol25 entry of this formula, charge and spin), the calculation gives 295.68 kJ/mol. The calculation puts the frontier orbital gap at 0.3543 hartree.

```
! RIJCOSX wB97M-V def2-TZVPD def2/J DEFGRID3
* xyz 0 1
C -2.22026 -1.96871 -1.81436
C -1.37690 -1.41200 -0.69716
N -0.77224 -0.13144 -1.12634
C -0.86289 1.04791 -0.32576
C 0.04588 -0.00923 -2.23612
C 0.47261 -1.11907 -3.14875
O 0.20902 1.13446 -2.64041
H -3.09068 -1.43061 -2.15693
H -2.43184 -3.05915 -1.76693
H -1.55572 -2.33417 -2.60714
H -1.98957 -1.13910 0.16557
H -0.60097 -2.01435 -0.23080
H -0.09120 1.75357 -0.66571
H -1.45419 1.94359 -0.57135
H -0.71221 0.81830 0.72110
H 0.58583 -2.07417 -2.63348
H -0.21674 -1.10089 -3.98724
H 1.44084 -0.96481 -3.62140
C 1.77198 1.97445 1.86292
C 1.82805 0.70887 2.73008
C 0.56045 0.50390 3.52136
H 1.59313 2.90804 2.40794
H 0.95750 1.79928 1.16042
H 2.54983 2.38058 1.20827
H 1.98886 -0.09601 2.00783
H 2.76922 0.76875 3.26817
H -0.21780 -0.08509 3.01933
H 0.78131 -0.20627 4.32463
H 0.03870 1.40337 3.83224
*
```

# 3
C8H19NO | wB97M-V/def2-TZVPD

As for the energy: -12141.15475 eV. For the relative energy (zero: lowest compared OMol25 entry of this formula, charge and spin), the calculation gives 140.50 kJ/mol. The calculation puts the frontier orbital gap at 0.3859 hartree.

```
! RIJCOSX wB97M-V def2-TZVPD def2/J DEFGRID3
* xyz 0 1
C -3.00659 0.41224 0.41267
N -2.28890 -0.55971 -0.41201
C -1.36018 -1.32687 0.19789
C -0.60590 -2.30816 -0.73947
O -1.15341 -1.34943 1.45045
H -2.43865 0.49210 1.36566
H -2.88150 1.39177 -0.05900
H -4.10411 0.20460 0.58556
H -2.50019 -0.57419 -1.43671
H -0.83431 -2.08093 -1.82979
H -1.05016 -3.27466 -0.48206
H 0.48665 -2.30501 -0.47411
C 2.82848 -1.29824 -0.02895
C 2.06481 -0.23469 0.78673
C 1.39082 0.67980 -0.14607
C 0.40418 1.57129 0.48322
C -0.18904 2.62519 -0.42011
H 2.10926 -1.43716 -0.88143
H 3.77365 -0.80350 -0.41080
H 3.06701 -2.31561 0.44201
H 2.72709 0.22129 1.47093
H 1.21083 -0.68545 1.32447
H 2.15441 1.07999 -0.87458
H 0.82923 0.11186 -0.84237
H 0.81231 2.15834 1.32545
H -0.39388 0.93492 0.92918
H -0.67654 2.15291 -1.29664
H -0.93915 3.14624 0.31922
H 0.56375 3.37108 -0.75930
*
```

# 4
C8H19O10PS | wB97M-V/def2-TZVPD

As for the energy: -49203.42399 eV. The calculation puts the frontier orbital gap at 0.3635 hartree.

```
! RIJCOSX wB97M-V def2-TZVPD def2/J DEFGRID3
* xyz 0 1
C 2.01401 2.24061 -1.08750
O 1.87707 1.19926 -0.11326
S 2.13207 -0.30993 -0.68376
O 3.39734 -0.29816 -1.38665
O 2.32335 -0.94558 0.78973
P 3.73413 -0.94986 1.74717
C 4.45615 0.70038 1.46407
O 4.73875 -1.88160 0.86635
H 1.91506 3.17432 -0.54382
H 2.99291 2.22730 -1.55940
H 1.22054 2.19843 -1.83250
H 3.79868 1.44452 1.90880
H 4.59877 0.93921 0.41292
H 5.42462 0.70338 1.96598
H 5.38881 -1.37336 0.35974
C -3.22063 3.79571 -4.81868
O -2.18959 3.82646 -3.82466
C -2.55809 3.34258 -2.64037
O -3.64207 2.90356 -2.36221
O -1.51558 3.42739 -1.81231
C -1.76849 2.93216 -0.49403
H -2.77437 4.21623 -5.71419
H -3.54313 2.77291 -5.00238
H -4.07193 4.39572 -4.50383
H -2.02942 1.87574 -0.52312
H -2.56712 3.48869 -0.00811
H -0.83955 3.06335 0.05338
C -0.07386 -2.53525 1.65175
O -1.07251 -2.88380 2.62208
C -1.61012 -4.08681 2.45007
O -1.33492 -4.86769 1.57634
O -2.51238 -4.28613 3.41242
C -3.17148 -5.55389 3.34459
H 0.26021 -1.54021 1.91795
H 0.75822 -3.23438 1.69068
H -0.50676 -2.53357 0.65246
H -2.45221 -6.36512 3.43904
H -3.71177 -5.65508 2.40532
H -3.86472 -5.56751 4.17992
*
```

# 5
C8H20 | wB97M-V/def2-TZVPD

As for the energy: -8620.65885 eV. For the relative energy (zero: lowest compared OMol25 entry of this formula, charge and spin), the calculation gives 0.61 kJ/mol. The calculation puts the frontier orbital gap at 0.4577 hartree.

```
! RIJCOSX wB97M-V def2-TZVPD def2/J DEFGRID3
* xyz 0 1
C -2.02612 1.30508 1.53610
C -0.91588 1.90770 0.67586
C -1.15965 1.70802 -0.81828
C -0.04941 2.31063 -1.67851
H -1.82331 1.46437 2.60853
H -2.10224 0.22061 1.34973
H -2.99329 1.77351 1.28758
H -0.83704 2.99239 0.88244
H 0.05215 1.44270 0.94447
H -1.23849 0.62332 -1.02485
H -2.12769 2.17301 -1.08688
H 0.91776 1.84221 -1.42999
H 0.02672 3.39511 -1.49214
H -0.25222 2.15135 -2.75094
C 1.47763 -1.62911 -1.82290
C 1.61909 -1.48923 -0.30757
C 0.45644 -2.12649 0.44999
C 0.59790 -1.98660 1.96531
H 2.33017 -1.16045 -2.34263
H 0.54791 -1.14225 -2.16230
H 1.43849 -2.69548 -2.10206
H 2.56259 -1.96651 0.02025
H 1.67385 -0.41649 -0.03986
H -0.48706 -1.64921 0.12216
H 0.40169 -3.19923 0.18227
H 0.63703 -0.92024 2.24447
H 1.52762 -2.47346 2.30471
H -0.25464 -2.45527 2.48504
*
```

# 6
C8H20AsF8N5O8S2Tl | wB97M-V/def2-TZVPD

As for the energy: -141386.33673 eV. For the relative energy (zero: lowest compared OMol25 entry of this formula, charge and spin), the calculation gives 0.00 kJ/mol. The calculation puts the frontier orbital gap at 0.1413 hartree.

```
! RIJCOSX wB97M-V def2-TZVPD def2/J DEFGRID3
* xyz 1 1
Tl -0.08149 -0.29008 0.24975
As 3.65610 -1.37371 -2.05571
F 3.53753 -2.96571 -1.34059
F 2.11616 -1.04614 -1.22684
F 3.55475 0.18467 -2.79526
F 5.14812 -1.71591 -2.79198
F 2.72878 -2.01025 -3.38902
F 4.44335 -0.72652 -0.67359
N -1.19166 2.27734 0.01630
S -0.67789 3.74721 -0.34767
O 0.34306 4.23592 0.51732
O -1.63457 4.58909 -0.97399
F 0.20344 3.37202 -1.63878
S -2.47199 2.74856 1.00649
O -3.68025 3.10771 0.37519
O -2.05687 3.51762 2.12296
F -2.67656 1.27617 1.53681
O 0.60109 0.76820 -2.15329
C 0.30733 0.87969 -3.33873
N -0.53864 0.05299 -3.94562
C 0.84330 2.05208 -4.12806
H -0.76206 -0.79342 -3.43168
H -0.61130 0.07899 -4.94933
H 1.48616 2.73862 -3.58697
H -0.02404 2.65912 -4.39394
H 1.42955 1.61557 -4.93717
O -0.45631 -2.21038 -1.80188
C -0.23766 -3.27013 -2.42984
N 0.94635 -3.84925 -2.47601
C -1.31016 -3.82270 -3.33371
H 1.09003 -4.57877 -3.15227
H 1.71644 -3.48542 -1.92196
H -1.17490 -4.86542 -3.60945
H -1.13076 -3.24384 -4.25121
H -2.32567 -3.61752 -3.01761
O 0.13706 1.48629 2.46568
C 0.66310 2.08182 3.41913
N 1.19779 3.30161 3.24574
C 0.64359 1.52616 4.81261
H 1.28868 3.96310 3.99662
H 1.27704 3.58348 2.27546
H -0.04889 0.69738 4.89835
H 0.52795 2.28272 5.58780
H 1.65695 1.15361 5.00832
O -1.43774 -1.09212 2.51029
C -1.91935 -1.46299 3.58770
N -2.70966 -0.62877 4.29344
C -1.56778 -2.78873 4.19727
H -3.04158 0.19239 3.81089
H -3.22866 -0.95022 5.09246
H -1.24904 -2.68133 5.23366
H -0.82500 -3.29976 3.59746
H -2.47323 -3.40107 4.23442
*
```